The following is a DFT calculation (ωB97M-V/def2-TZVPD) of a single C3H7NOS2 molecule at a distorted geometry.

XYZ file:
```
14
Properties=species:S:1:pos:R:3:lowdin_charge:R:1
C 0.07062 -1.01223 0.92291 0.138
C -0.02240 0.31854 0.29216 -0.566
C 0.23396 0.28914 -1.21246 -0.090
N -1.26532 1.00773 0.54812 -0.264
O -3.75076 1.05118 0.45028 -0.557
S -2.58256 -1.56003 -0.14657 0.254
S -2.66235 0.54821 -0.35483 0.486
H 0.63794 -1.79909 0.46456 0.070
H -0.29264 -1.15827 1.92362 0.060
H 0.76098 0.94184 0.76937 0.164
H -0.44028 -0.42180 -1.68349 0.045
H 1.25720 -0.00969 -1.42110 0.083
H 0.05940 1.27579 -1.63196 0.085
H -1.50528 1.09704 1.52864 0.091
```

Summary:
Lowest unoccupied orbital energy (alpha / beta): -0.0787 / -0.0785 Ha
HOMO level (alpha / beta): -8.77 / -8.77 eV
Energy above the lowest of the compared OMol25 structures with the same formula, charge and spin: 93.85 kcal/mol

=====

The following is a DFT calculation (ωB97M-V/def2-TZVPD) of a single C3H7NOS2 molecule at a distorted geometry.

XYZ file:
```
14
Properties=species:S:1:pos:R:3:lowdin_charge:R:1
C -0.17276 0.36977 0.21311 -0.596
C -0.19939 2.45127 -0.92260 -0.050
C -0.40073 -2.00452 1.61951 -0.301
N 0.20664 -2.18394 -0.88090 -0.381
O 0.13962 1.07565 -0.80098 -0.144
S -1.25050 1.00872 1.90532 0.333
S 0.66046 -1.31548 0.31816 0.860
H 0.50562 3.04363 -0.33585 0.106
H -1.21269 2.62771 -0.56277 0.077
H -0.10537 2.69560 -1.98088 0.101
H -0.73229 -1.19301 2.26293 -0.080
H 0.18376 -2.72698 2.18009 0.048
H -1.23881 -2.48707 1.12849 0.056
H 0.88045 -2.21321 -1.63147 -0.029
```

Summary:
Lowest unoccupied orbital energy: -0.0257 Ha
HOMO level: -8.33 eV
Energy above the lowest of the compared OMol25 structures with the same formula, charge and spin: 122.30 kcal/mol

=====

The following is a DFT calculation (ωB97M-V/def2-TZVPD) of 2 unconnected molecules or ions with the total composition C3H7NOS2 at a distorted geometry.

XYZ file:
```
14
Properties=species:S:1:pos:R:3:lowdin_spin:R:1
C 1.43943 -0.01805 0.21903 0.069
C -0.10723 -1.79546 -0.08872 0.037
C -1.54719 1.25648 0.25575 0.626
N 0.19603 -0.46368 0.27787 0.132
O -2.11087 0.91471 -0.85711 0.213
S 2.69998 -0.96866 -0.46242 0.779
S 1.62707 1.61672 0.73680 0.041
H -1.06024 -1.57917 -0.74698 0.001
H 0.66501 -2.28452 -0.70716 0.021
H -0.21354 -2.41848 0.82014 0.004
H -1.82739 0.66012 1.12529 0.027
H -0.98625 2.21259 0.30662 0.041
H -1.79096 1.35058 -1.75220 0.003
H 3.01615 1.51682 0.87308 0.006
```

Summary:
Lowest unoccupied orbital energy (alpha / beta): 0.0210 / -0.1037 Ha
⟨S²⟩: 2.008
Multiplicity: 3
HOMO level (alpha / beta): -5.74 / -8.92 eV
Energy above the lowest of the compared OMol25 structures with the same formula, charge and spin: 20.75 kcal/mol

=====

The following is a DFT calculation (ωB97M-V/def2-TZVPD) of a single C3H7NS molecule at a distorted geometry.

XYZ file:
```
12
Properties=species:S:1:pos:R:3:lowdin_charge:R:1
C 1.38479 -0.67368 -0.36558 -0.099
C 0.56589 0.08710 0.68512 -0.247
C -0.32220 1.06748 0.01440 -0.361
N -1.51114 0.96278 -0.29559 -0.292
S -2.53332 -0.47364 0.10286 0.689
H 2.24695 -0.08562 -0.72459 0.079
H 0.84197 -0.90002 -1.22714 0.048
H 1.85780 -1.61994 -0.09724 0.073
H 1.05412 0.39979 1.59516 0.102
H -0.24766 -0.61557 1.13114 0.080
H 0.25546 1.95303 -0.23009 0.114
H -3.59266 -0.10171 -0.58847 -0.185
```

Summary:
Lowest unoccupied orbital energy: 0.0314 Ha
HOMO level: -9.19 eV
Energy above the lowest of the compared OMol25 structures with the same formula, charge and spin: 31.17 kcal/mol
SMILES: CC/C=N\S